Record 1
{"formula": "C8H11N2O", "method": "ωB97M-V/def2-TZVPD", "species": ["O", "N", "N", "C", "C", "C", "C", "C", "C", "C", "C", "H", "H", "H", "H", "H", "H", "H", "H", "H", "H", "H"], "coordinates": [[-1.56, -1.23, -1.53], [-1.90, -0.94, 0.81], [1.20, -1.19, 0.76], [-0.83, -0.99, -0.42], [1.93, 1.20, 0.58], [0.26, -1.99, -0.01], [1.56, 2.44, 0.11], [-0.12, 0.33, -0.35], [1.08, 0.13, 0.35], [0.37, 2.64, -0.59], [-0.49, 1.57, -0.82], [-0.12, -2.82, 0.59], [2.86, 1.06, 1.11], [2.21, 3.29, 0.27], [2.13, -1.56, 0.90], [-1.41, 1.70, -1.37], [-2.57, -0.19, 0.60], [-2.40, -1.82, 0.94], [-1.39, -0.70, 1.67], [0.11, 3.62, -0.95], [0.71, -2.40, -0.92], [-1.64, -2.16, -1.74]], "orbital_gap_ev": 8.6, "e_above_lowest_kj_mol": 44.6, "smiles": "[NH3+][C@]1(O)CNc2ccccc21", "mol_weight_g_mol": 151.189, "spin_multiplicity": 1, "charge": 1}



Record 2
{"formula": "C8H11N2O2", "method": "ωB97M-V/def2-TZVPD", "species": ["O", "O", "N", "N", "C", "C", "C", "C", "C", "C", "C", "C", "H", "H", "H", "H", "H", "H", "H", "H", "H", "H", "H"], "coordinates": [[-1.75, -0.39, -1.04], [-0.17, 2.33, 0.02], [1.45, -0.81, 0.81], [1.75, 0.75, -0.70], [-2.77, 0.25, 0.86], [1.03, 0.31, 0.27], [-0.33, 1.04, 0.58], [-3.64, -0.63, 0.12], [-3.03, -0.97, -1.04], [2.63, -1.35, -0.02], [3.02, -0.03, -0.74], [-1.61, 0.28, 0.12], [-0.60, 1.18, 1.71], [1.95, 1.73, -0.82], [3.85, 0.44, -0.20], [-4.63, -0.91, 0.19], [3.24, -0.09, -1.82], [-1.09, 2.70, -0.11], [1.16, -1.04, 1.73], [-3.30, -1.56, -1.84], [-2.83, 0.66, 1.90], [2.20, -2.10, -0.51], [3.46, -1.80, 0.52]], "orbital_gap_ev": [5.3, 7.7], "e_above_lowest_kj_mol": 93.3, "s_squared": 2.017, "mol_weight_g_mol": 167.188, "spin_multiplicity": 3, "charge": 1}



Record 3
{"formula": "C8H11N2O2P", "method": "ωB97M-V/def2-TZVPD", "species": ["P", "O", "O", "N", "N", "C", "C", "C", "C", "C", "C", "C", "C", "H", "H", "H", "H", "H", "H", "H", "H", "H", "H", "H"], "coordinates": [[1.05, -0.53, -0.17], [2.77, 0.61, -1.49], [4.05, 2.30, -1.00], [-0.41, 1.71, 0.71], [2.95, 1.76, -1.07], [1.54, 3.68, -0.30], [0.53, 1.15, 0.09], [-0.53, 3.05, 0.85], [-0.29, -1.27, 0.92], [0.35, 3.99, 0.41], [-0.28, -2.79, 0.92], [0.28, -0.85, -1.82], [1.86, 2.40, -0.56], [2.16, 4.49, -0.67], [0.38, -1.91, -2.02], [-1.44, 3.34, 1.36], [-1.08, -3.17, 1.55], [-1.26, -0.88, 0.59], [-0.77, -0.57, -1.81], [-0.43, -3.17, -0.09], [0.67, -3.17, 1.29], [0.12, 5.03, 0.58], [0.82, -0.30, -2.58], [-0.11, -0.90, 1.93]], "orbital_gap_ev": 7.6, "e_above_lowest_kj_mol": 445.2, "mol_weight_g_mol": 198.162, "spin_multiplicity": 1, "charge": 0}



Record 4
{"formula": "C8H11N2O3S", "method": "ωB97M-V/def2-TZVPD", "species": ["S", "O", "O", "O", "N", "N", "C", "C", "C", "C", "C", "C", "C", "C", "H", "H", "H", "H", "H", "H", "H", "H", "H", "H", "H"], "coordinates": [[-0.79, -1.53, 1.41], [2.43, -0.46, -0.63], [-2.05, 2.81, -0.90], [0.50, -3.87, 1.62], [1.55, -2.17, 0.54], [-0.26, 0.82, 0.18], [-1.57, 2.92, 0.40], [-1.14, 1.60, 1.07], [2.63, -2.91, 0.02], [-1.07, 0.49, -1.02], [0.33, -0.13, 0.89], [1.53, -0.87, 0.10], [0.51, -2.70, 1.28], [-1.26, 1.88, -1.66], [2.63, -3.99, 0.09], [-0.32, 2.32, -2.03], [-0.45, -0.05, -1.60], [-2.40, 3.44, 0.83], [3.50, -2.73, 0.50], [2.67, -2.69, -1.08], [-1.92, 0.82, 1.22], [-0.74, 3.65, 0.25], [-0.55, 1.70, 2.09], [-1.84, 1.82, -2.72], [-1.95, -0.15, -0.85]], "orbital_gap_ev": 6.1, "e_above_lowest_kj_mol": 0.0, "smiles": "Cn1c([O-])c(N2CCOCC2)sc1=O", "mol_weight_g_mol": 215.254, "spin_multiplicity": 1, "charge": -1}



Record 5
{"formula": "C8H11N2O4S", "method": "ωB97M-V/def2-TZVPD", "species": ["S", "O", "O", "O", "O", "N", "N", "C", "C", "C", "C", "C", "C", "C", "C", "H", "H", "H", "H", "H", "H", "H", "H", "H", "H", "H"], "coordinates": [[2.09, 0.46, 0.24], [2.32, -0.26, -0.99], [-2.64, 1.39, -0.44], [2.28, -0.30, 1.46], [2.82, 1.73, 0.24], [-0.63, -0.85, 1.33], [-2.24, 0.98, 1.74], [0.41, 1.18, 0.10], [-0.10, -1.95, -1.17], [0.21, -1.81, 1.29], [-0.87, -0.91, -1.14], [0.80, -2.29, 0.04], [0.24, 1.97, -1.20], [-2.01, 0.82, 0.43], [-0.88, -0.18, 0.16], [0.13, 1.34, -2.01], [-0.24, -2.51, -2.12], [-2.94, 1.73, 1.84], [-1.50, -0.78, -2.00], [0.53, -2.47, 2.06], [0.34, 1.72, 0.93], [-1.39, 0.96, 2.28], [1.74, -1.60, -0.32], [0.94, -3.38, -0.12], [-0.53, 2.64, -1.20], [1.12, 2.40, -1.41]], "orbital_gap_ev": 8.4, "e_above_lowest_kj_mol": 140.5, "smiles": "C[C@@H]([C@@]1(C(N)=O)C=CCC=N1)S(=O)(=O)[O-]", "mol_weight_g_mol": 231.253, "spin_multiplicity": 1, "charge": -1}



Record 6
{"formula": "C8H11N2S", "method": "ωB97M-V/def2-TZVPD", "species": ["S", "N", "N", "C", "C", "C", "C", "C", "C", "C", "C", "H", "H", "H", "H", "H", "H", "H", "H", "H", "H", "H"], "coordinates": [[-3.22, -0.77, 0.03], [-2.27, 1.66, 0.08], [1.46, -0.12, -0.17], [-3.36, 1.01, 0.18], [-1.23, 0.76, -0.14], [1.45, -0.44, 1.27], [0.82, -1.31, -0.91], [-1.50, -0.53, -0.21], [0.77, 1.11, -0.28], [1.31, 2.31, -0.37], [-0.63, -1.68, -0.49], [2.02, -1.23, 1.65], [0.91, -1.18, -2.05], [1.53, -2.09, -0.85], [-0.54, -2.27, 0.43], [0.65, 3.14, -0.36], [1.96, 0.50, 1.73], [-4.28, 1.38, 0.48], [-1.05, -2.16, -1.31], [2.26, 2.40, 0.05], [0.45, -0.38, 1.63], [2.50, -0.10, -0.37]], "orbital_gap_ev": 9.8, "e_above_lowest_kj_mol": 251.9, "mol_weight_g_mol": 167.257, "spin_multiplicity": 1, "charge": 1}



Record 7
{"formula": "C8H11N2S", "method": "ωB97M-V/def2-TZVPD", "species": ["S", "N", "N", "C", "C", "C", "C", "C", "C", "C", "C", "H", "H", "H", "H", "H", "H", "H", "H", "H", "H", "H"], "coordinates": [[-3.43, -0.15, -0.36], [-1.01, 0.93, -0.09], [1.08, 2.02, 0.13], [2.73, 0.36, 0.83], [-2.01, 0.77, -1.14], [0.77, -0.19, -0.67], [1.63, 0.70, 0.13], [0.71, -1.61, -0.48], [-0.14, 2.11, -0.10], [-1.39, 0.31, 1.05], [-2.68, -0.16, 1.13], [1.41, -2.00, 0.27], [2.96, -0.65, 0.82], [-2.41, 1.78, -1.57], [-3.23, -0.64, 1.91], [0.80, -2.06, -1.40], [-0.20, -1.89, -0.10], [-1.63, 0.19, -2.07], [0.51, 0.22, -1.74], [-0.60, 3.17, -0.23], [-0.52, 0.33, 1.77], [3.20, 0.98, 1.48]], "orbital_gap_ev": [6.5, 6.5], "e_above_lowest_kj_mol": 311.7, "mol_weight_g_mol": 167.257, "spin_multiplicity": 1, "charge": 1}



Record 8
{"formula": "C8H11N2S2", "method": "ωB97M-V/def2-TZVPD", "species": ["S", "S", "N", "N", "C", "C", "C", "C", "C", "C", "C", "C", "H", "H", "H", "H", "H", "H", "H", "H", "H", "H", "H"], "coordinates": [[1.82, 2.61, -0.48], [-1.21, 2.64, -0.20], [0.28, 0.35, -0.03], [2.32, -1.41, 0.40], [-3.69, -0.54, -0.07], [-3.23, 0.74, 0.00], [-1.01, -0.07, 0.02], [3.29, 1.57, -0.10], [-2.83, -1.67, -0.07], [-1.87, 0.98, -0.03], [-1.50, -1.43, -0.07], [0.44, 1.65, -0.16], [3.40, 1.43, 0.94], [3.24, 0.57, -0.56], [-4.70, -0.65, -0.07], [2.27, -1.94, -0.45], [2.42, -2.10, 1.17], [-3.95, 1.56, -0.17], [4.13, 2.13, -0.54], [-3.13, -2.64, -0.06], [-0.96, -2.33, 0.08], [1.10, -0.39, 0.02], [3.34, -1.05, 0.42]], "orbital_gap_ev": 8.5, "e_above_lowest_kj_mol": 0.0, "mol_weight_g_mol": 199.324, "spin_multiplicity": 1, "charge": 1}



Record 9
{"formula": "C8H11N3O2", "method": "ωB97M-V/def2-TZVPD", "species": ["O", "O", "N", "N", "N", "C", "C", "C", "C", "C", "C", "C", "C", "H", "H", "H", "H", "H", "H", "H", "H", "H", "H", "H"], "coordinates": [[-0.55, 2.19, 0.01], [-2.95, -1.83, 0.00], [0.29, -0.20, 0.05], [0.03, -2.63, 0.01], [1.68, -0.30, 0.11], [-1.84, -1.02, 0.03], [-0.58, 0.85, -0.03], [-0.53, -1.37, 0.04], [-1.87, 2.63, -0.04], [2.21, -0.02, -1.27], [-1.88, 0.37, -0.08], [-2.68, 1.54, -0.06], [2.19, 0.65, 1.15], [-2.07, 3.67, -0.27], [1.04, -2.55, 0.01], [1.52, -0.33, -2.04], [3.01, 0.11, 1.59], [-0.13, -3.25, 0.94], [1.25, 0.90, 1.80], [-3.69, 1.49, -0.42], [-2.51, -2.69, 0.37], [2.62, 0.89, -1.31], [2.48, 1.65, 0.90], [2.94, -0.75, -1.50]], "orbital_gap_ev": 7.7, "e_above_lowest_kj_mol": 214.2, "smiles": "CN(C)n1c(N)c(O)c2ccoc21", "mol_weight_g_mol": 181.195, "spin_multiplicity": 1, "charge": 0}



Record 10
{"formula": "C8H11N4O2", "method": "ωB97M-V/def2-TZVPD", "species": ["O", "O", "N", "N", "N", "N", "C", "C", "C", "C", "C", "C", "C", "C", "H", "H", "H", "H", "H", "H", "H", "H", "H", "H", "H"], "coordinates": [[2.47, 3.18, 1.60], [3.02, 0.45, -0.24], [1.98, 1.06, -0.26], [0.77, 0.30, -0.32], [1.53, -1.83, 0.32], [1.44, 2.55, 1.23], [0.61, -1.00, -0.15], [-1.14, -2.61, -1.10], [-3.50, -2.20, -0.72], [-2.42, -2.95, -1.22], [-3.24, -1.01, -0.12], [-0.84, -1.39, -0.38], [2.57, 4.55, 1.10], [-1.86, -0.65, 0.07], [-1.77, 0.36, 0.45], [-0.03, 0.82, -0.53], [-4.04, -0.21, 0.23], [-0.39, -3.23, -1.56], [3.68, 4.62, 0.66], [1.92, 4.75, 0.37], [-4.53, -2.50, -0.79], [2.57, -1.60, 0.31], [-2.74, -3.90, -1.58], [2.71, 5.20, 2.01], [1.24, -2.75, 0.62]], "orbital_gap_ev": [6.8, 7.5], "e_above_lowest_kj_mol": 784.3, "mol_weight_g_mol": 195.202, "spin_multiplicity": 1, "charge": 1}